# 1
# C29H19Cl3HgN7O3

C29H19Cl3HgN7O3 as an isolated structure at a distorted geometry (the ωB97M-V functional and the def2-TZVPD basis, the Open Molecules 2025 dataset).

```
! RIJCOSX wB97M-V def2-TZVPD def2/J DEFGRID3
* xyz -2 2
Hg 0.37 -0.12 -0.46
O 0.54 -3.95 -2.93
C 0.54 -2.79 -2.49
N 0.73 -2.40 -1.21
C 1.09 -3.16 -0.17
C 1.06 -4.60 -0.27
C 1.28 -5.40 0.82
C 1.71 -4.93 2.03
C 1.82 -3.53 2.18
C 1.37 -2.63 1.17
N 1.04 -1.31 1.37
C 1.41 -0.72 2.56
O 2.05 -1.32 3.45
C 1.05 0.68 2.94
C 1.93 1.31 3.83
C 1.72 2.60 4.18
C 0.60 3.27 3.78
C -0.38 2.48 3.10
N -0.09 1.30 2.60
C 0.36 -1.66 -3.44
C 0.38 -1.96 -4.81
C 0.13 -0.90 -5.68
C -0.10 0.36 -5.18
C -0.14 0.48 -3.81
N 0.02 -0.48 -2.96
H 0.89 -4.98 -1.29
H 1.13 -6.47 0.66
H 2.12 -5.59 2.80
H 2.37 -3.17 3.07
H 2.85 0.79 4.07
H 2.57 3.03 4.76
H 0.37 4.35 3.95
H -1.37 2.78 2.83
H 0.43 -2.99 -5.12
H 0.00 -1.10 -6.78
H -0.40 1.14 -5.82
H -0.33 1.41 -3.34
O -2.11 -0.69 -0.64
C -3.12 -0.17 -0.08
C -4.48 -0.74 0.04
C -5.50 -0.17 0.76
C -5.28 1.00 1.45
C -4.05 1.62 1.40
C -3.08 1.19 0.52
C -2.00 2.16 0.22
N -0.80 1.89 -0.32
C -0.29 3.14 -0.79
C -1.25 4.09 -0.60
N -2.34 3.46 0.01
H -4.64 -1.69 -0.49
H -6.44 -0.65 0.87
H -6.09 1.47 2.02
H -3.82 2.53 1.93
H 0.62 3.23 -1.34
H -1.30 5.13 -0.82
H -3.17 3.88 0.41
Cl 5.39 1.96 0.94
C 5.00 1.73 -0.70
Cl 5.00 3.19 -1.60
Cl 6.36 0.67 -1.45
C 3.68 1.14 -1.05
N 2.56 0.82 -1.04
*
```

Properties
relative energy (zero: lowest compared OMol25 entry of this formula, charge and spin)	47.0	kcal per mole
Kohn-Sham gap (alpha / beta)	3.1 / 5.4	eV

These are the Löwdin partial charges, in e, on atoms 1 to 4: atom 1 (Hg): 1.11, atom 2 (O): -0.03, atom 3 (C): -0.46, atom 4 (N): 0.04

***

# 2
# C18H28F2N6O12

A 8-piece molecular cluster, C18H28F2N6O12 overall at a distorted geometry (the ωB97M-V functional and the def2-TZVPD basis, the Open Molecules 2025 dataset).

```
! RIJCOSX wB97M-V def2-TZVPD def2/J DEFGRID3
* xyz 0 1
C -5.77 0.32 8.31
N -4.60 0.22 7.45
O -3.52 0.41 7.97
O -4.78 0.12 6.20
H -6.65 0.42 7.67
H -5.69 1.17 8.98
H -5.70 -0.64 8.83
C 4.78 -1.29 3.97
N 4.31 -2.66 4.03
O 5.15 -3.60 3.99
O 3.09 -2.81 4.16
H 5.12 -0.94 4.94
H 4.03 -0.70 3.45
H 5.62 -1.25 3.27
C -0.25 -4.41 -10.46
N -0.41 -5.13 -9.13
O -1.15 -4.60 -8.29
O 0.38 -6.00 -8.87
H 0.65 -4.78 -10.94
H -0.25 -3.34 -10.21
H -1.18 -4.44 -11.03
C 0.67 -8.52 4.20
N -0.26 -9.61 3.62
O -0.67 -9.37 2.54
O -0.21 -10.69 4.19
H 0.41 -8.34 5.24
H 0.71 -7.56 3.68
H 1.58 -9.10 4.06
C -1.54 3.11 -9.22
N -0.49 4.09 -9.64
O -0.82 5.27 -9.64
O 0.60 3.61 -9.86
H -1.14 2.52 -8.40
H -1.50 2.33 -9.97
H -2.48 3.57 -8.90
C 0.08 6.87 -3.33
N 0.00 8.11 -2.49
O -0.68 9.01 -2.93
O 0.54 8.25 -1.32
H -0.50 6.83 -4.25
H -0.30 6.08 -2.68
H 1.16 6.71 -3.41
F 0.94 4.23 2.35
C 1.78 4.17 3.45
C 1.29 3.56 4.65
C 2.14 3.50 5.70
C 3.42 4.02 5.66
C 3.90 4.61 4.49
C 3.07 4.62 3.36
H 0.26 3.26 4.78
H 1.67 3.18 6.61
H 3.97 3.87 6.57
H 4.94 4.85 4.29
H 3.38 5.09 2.44
F -1.84 -0.70 -3.43
C -1.52 -1.04 -2.16
C -0.98 -2.28 -1.82
C -0.97 -2.75 -0.49
C -1.62 -2.00 0.51
C -2.14 -0.73 0.15
C -2.17 -0.23 -1.15
H -0.53 -2.94 -2.54
H -0.51 -3.69 -0.22
H -1.62 -2.45 1.50
H -2.64 -0.15 0.91
H -2.56 0.75 -1.37
*
```

Properties
relative energy (zero: lowest compared OMol25 entry of this formula, charge and spin)	50.1	kcal per mole
structure (SMILES)	C[N+](=O)[O-].C[N+](=O)[O-].C[N+](=O)[O-].C[N+](=O)[O-].C[N+](=O)[O-].C[N+](=O)[O-].Fc1ccccc1.Fc1ccccc1
Kohn-Sham gap	8.9	eV

These are the Löwdin partial charges, in e, on atoms 1 to 4: atom 1 (C): 0.03, atom 2 (N): -0.44, atom 3 (O): 0.06, atom 4 (O): 0.04

***

# 3
# C25H44O14S

A 7-piece molecular cluster, C25H44O14S overall at a distorted geometry (the ωB97M-V functional and the def2-TZVPD basis, the Open Molecules 2025 dataset).

```
! RIJCOSX wB97M-V def2-TZVPD def2/J DEFGRID3
* xyz -1 2
C 25.80 -11.59 -1.85
C 24.31 -11.35 -1.69
C 23.59 -11.56 -0.37
O 22.92 -10.37 -0.06
C 23.20 -9.47 -1.06
O 22.67 -8.31 -1.02
O 23.99 -10.03 -2.05
H 26.52 -11.01 -1.28
H 26.00 -11.33 -2.89
H 26.19 -12.61 -1.79
H 23.75 -11.96 -2.40
H 24.35 -11.71 0.40
H 22.95 -12.44 -0.36
C 24.02 -12.55 5.73
C 24.58 -12.52 7.14
C 24.65 -13.85 7.95
O 26.01 -13.77 8.45
C 26.72 -12.73 7.92
O 27.95 -12.54 7.95
O 25.86 -11.99 7.15
H 22.96 -12.78 5.78
H 24.57 -13.26 5.11
H 23.97 -11.57 5.25
H 23.98 -11.88 7.79
H 24.44 -14.81 7.47
H 24.00 -13.86 8.82
C 29.41 -14.76 4.87
C 28.52 -15.20 3.64
C 27.21 -15.86 4.10
O 26.22 -15.01 3.56
C 26.85 -13.98 2.86
O 26.22 -13.16 2.11
O 28.14 -14.02 2.97
H 28.89 -14.01 5.47
H 30.41 -14.34 4.75
H 29.69 -15.57 5.53
H 29.03 -15.83 2.92
H 27.15 -15.65 5.17
H 27.18 -16.92 3.87
C 28.69 -19.22 6.69
C 27.39 -18.80 6.07
O 26.82 -17.82 6.43
C 26.86 -19.65 4.95
H 28.58 -20.21 7.14
H 29.09 -18.53 7.43
H 29.46 -19.37 5.92
H 27.71 -20.16 4.50
H 26.22 -19.08 4.27
H 26.08 -20.21 5.45
C 33.23 -14.09 5.41
C 33.15 -14.49 3.98
O 32.67 -13.66 3.18
C 33.71 -15.81 3.52
H 33.14 -15.08 5.86
H 32.31 -13.60 5.74
H 34.13 -13.49 5.58
H 33.59 -15.95 2.44
H 33.20 -16.65 3.98
H 34.78 -15.74 3.73
C 26.86 -17.29 -1.20
C 27.56 -16.67 -0.09
O 27.33 -16.99 1.07
C 28.46 -15.39 -0.46
H 26.03 -17.80 -0.72
H 27.41 -17.93 -1.89
H 26.32 -16.58 -1.82
H 28.33 -14.51 0.16
H 28.48 -15.15 -1.52
H 29.43 -15.75 -0.12
C 29.10 -10.85 4.11
C 27.75 -10.75 4.84
C 26.87 -9.72 4.07
S 27.61 -9.59 2.38
O 28.09 -8.21 2.35
O 26.84 -10.13 1.27
C 28.90 -10.90 2.68
H 29.54 -11.79 4.44
H 29.76 -10.05 4.44
H 27.93 -10.55 5.90
H 27.24 -11.72 4.83
H 27.19 -8.82 4.60
H 25.81 -9.96 4.04
H 29.77 -10.64 2.09
H 28.48 -11.85 2.34
*
```

Properties
Kohn-Sham gap (alpha / beta)	1.8 / 9.4	eV

These are the Löwdin partial charges, in e, on atoms 1 to 4: atom 1 (C): -0.01, atom 2 (C): -0.33, atom 3 (C): -0.11, atom 4 (O): 0.07

***

# 4
# C34H46ClF17NO4PS2

A 3-piece molecular cluster, C34H46ClF17NO4PS2 overall at a distorted geometry (the ωB97M-V functional and the def2-TZVPD basis, the Open Molecules 2025 dataset).

```
! RIJCOSX wB97M-V def2-TZVPD def2/J DEFGRID3
* xyz 0 1
H -4.76 -4.68 -1.08
N -4.87 -3.84 -1.64
C -3.74 -3.33 -1.91
C -2.41 -3.93 -1.51
C -1.37 -2.91 -1.21
C -0.07 -2.98 -1.54
P 0.62 -4.38 -2.45
S 0.15 -4.34 -4.34
C 0.84 -1.87 -1.14
O 2.02 -2.10 -0.99
C 0.25 -0.51 -0.99
C 1.17 0.65 -1.19
C 2.31 0.73 -0.18
C 1.88 1.20 1.20
F 0.56 0.98 1.45
F 2.04 2.56 1.25
C 2.72 0.64 2.37
F 2.62 1.46 3.43
F 4.01 0.61 1.97
C 2.23 -0.78 2.81
F 1.17 -0.61 3.61
F 1.82 -1.44 1.70
C 3.31 -1.61 3.52
F 3.90 -0.79 4.42
F 4.24 -2.02 2.65
C 2.81 -2.84 4.34
F 3.90 -3.39 4.91
F 1.98 -2.43 5.32
C 2.04 -3.93 3.54
F 1.80 -4.93 4.44
F 0.86 -3.44 3.13
C 2.78 -4.61 2.37
F 4.06 -4.84 2.67
F 2.74 -3.81 1.29
C 2.14 -5.98 1.97
F 0.81 -5.91 1.97
F 2.56 -6.96 2.77
F 2.55 -6.27 0.72
C -1.06 -0.44 -0.69
C -1.80 0.87 -0.53
C -3.34 0.82 -0.67
C -4.01 1.42 0.56
C -3.92 0.50 1.76
S -4.39 1.38 3.26
O -4.03 2.76 3.15
O -3.85 0.66 4.37
Cl -6.43 1.27 3.32
C -1.79 -1.71 -0.44
O -2.67 -1.79 0.40
H -3.71 -2.42 -2.50
H -2.59 -4.61 -0.68
H -2.10 -4.54 -2.36
H 0.21 -5.56 -1.81
H 1.99 -4.30 -2.20
H 0.66 1.60 -1.21
H 1.63 0.52 -2.17
H 3.06 1.42 -0.54
H 2.80 -0.23 -0.09
H -1.43 1.51 -1.32
H -1.52 1.35 0.40
H -3.72 -0.16 -0.90
H -3.62 1.46 -1.50
H -5.03 1.71 0.36
H -3.48 2.35 0.79
H -2.92 0.14 1.97
H -4.61 -0.33 1.66
C -1.52 4.64 4.13
C -2.07 5.10 5.48
C -3.10 6.22 5.36
C -2.58 7.52 4.75
C -1.39 8.14 5.47
C -1.70 8.55 6.91
H -0.99 5.45 3.61
H -0.82 3.82 4.26
H -2.33 4.30 3.49
H -1.25 5.41 6.13
H -2.54 4.25 5.97
H -3.52 6.43 6.35
H -3.94 5.87 4.75
H -3.40 8.25 4.72
H -2.30 7.35 3.70
H -1.07 9.03 4.92
H -0.54 7.45 5.46
H -2.52 9.26 6.95
H -0.83 9.01 7.38
H -1.97 7.69 7.52
C 2.28 -2.60 -10.27
C 1.99 -1.38 -9.40
C 3.16 -1.00 -8.49
C 3.57 -2.06 -7.47
C 2.45 -2.51 -6.53
C 1.92 -1.38 -5.65
H 2.46 -3.49 -9.67
H 1.43 -2.81 -10.92
H 3.15 -2.43 -10.91
H 1.10 -1.56 -8.80
H 1.76 -0.53 -10.04
H 2.92 -0.07 -7.97
H 4.03 -0.77 -9.12
H 4.41 -1.68 -6.88
H 3.96 -2.94 -8.00
H 2.84 -3.30 -5.89
H 1.63 -2.95 -7.09
H 2.73 -0.95 -5.04
H 1.16 -1.76 -4.97
H 1.47 -0.58 -6.24
*
```

Properties
structure (SMILES)	[H]/N=C\CC1=C([PH2]=S)C(=O)C(CCC(F)(F)C(F)(F)C(F)(F)C(F)(F)C(F)(F)C(F)(F)C(F)(F)C(F)(F)F)=C(CCCCS(=O)(=O)Cl)C1=O.CCCCCC.CCCCCC
Kohn-Sham gap	7.2	eV

These are the Löwdin partial charges, in e, on atoms 1 to 4: atom 1 (H): 0.05, atom 2 (N): 0.11, atom 3 (C): -0.24, atom 4 (C): -0.13